Record 1
A molecular structure, C24H48F4LiN2O32S4 in a non-equilibrium geometry, computed with ωB97M-V/def2-TZVPD.

For the lowest unoccupied orbital energy, the calculation gives 0.06045 Ha. Its net charge is -1. The HOMO energy comes out at -6.703 eV. The calculation puts the total energy at -5460.2457 a.u. As for the spin multiplicity: 1.

Cartesian coordinates (Å):
Li: 0.68286 0.47461 1.41021
N: 1.50581 2.11945 1.52695
S: 1.57181 3.17915 2.63298
O: 1.39020 4.57741 2.23955
O: 2.50624 2.90880 3.77052
F: 0.15563 2.82920 3.33689
S: 3.03409 2.48917 0.89303
O: 4.26517 2.25992 1.66977
O: 3.07406 3.50618 -0.08911
F: 3.20830 1.18383 -0.06417
N: -6.02003 1.96387 -1.97469
S: -6.12404 3.19833 -1.08202
O: -5.80430 4.54037 -1.55103
O: -6.00960 2.82773 0.32530
F: -7.75561 3.22997 -1.15004
S: -4.31125 2.01376 -1.96320
O: -3.65939 1.71717 -0.67132
O: -3.58014 2.84532 -2.88409
F: -4.17580 0.58960 -2.76131
C: 7.89528 -0.32284 -2.50604
O: 6.71675 -0.80608 -2.98012
C: 5.66543 -0.94870 -2.11361
O: 5.76984 -0.76409 -0.90506
O: 4.58260 -1.41921 -2.81383
C: 3.35720 -1.53144 -2.20411
H: 7.72946 0.72076 -2.23863
H: 8.70196 -0.42716 -3.23163
H: 8.15541 -0.90883 -1.62454
H: 2.95185 -0.71351 -1.60847
H: 3.36498 -2.42954 -1.58649
H: 2.69653 -1.78000 -3.03467
C: -0.28219 -2.46284 -2.52788
O: -0.16616 -1.07120 -2.68263
C: -0.13155 -0.20142 -1.66597
O: -0.12466 -0.46462 -0.43695
O: -0.21409 0.98075 -2.16368
C: -0.27095 2.08620 -1.29917
H: 0.33455 -2.72864 -1.66935
H: 0.08366 -3.04572 -3.37317
H: -1.28080 -2.75150 -2.19990
H: -0.93334 1.80689 -0.47982
H: -0.61614 2.96798 -1.83900
H: 0.68170 2.35478 -0.84263
C: 3.94222 -2.43405 1.33513
O: 3.65149 -2.20545 2.67487
C: 2.73665 -1.32927 3.10951
O: 1.87598 -0.77573 2.41298
O: 2.88852 -1.13810 4.49083
C: 1.92610 -0.32988 5.19636
H: 3.71568 -1.72524 0.53865
H: 3.40509 -3.34017 1.05490
H: 5.02194 -2.56960 1.27235
H: 2.28329 0.69700 5.11877
H: 1.83671 -0.53028 6.26404
H: 0.89084 -0.34586 4.85565
C: -7.28927 -3.40795 -1.03829
O: -6.06222 -3.37864 -0.38452
C: -5.15979 -2.31826 -0.62284
O: -5.41339 -1.29548 -1.20316
O: -4.06701 -2.60347 0.08726
C: -3.15891 -1.57200 0.53552
H: -7.69500 -2.42297 -1.26917
H: -7.86388 -3.82815 -0.21285
H: -7.26941 -4.12451 -1.85942
H: -3.66460 -0.74575 1.03522
H: -2.41980 -1.28925 -0.21405
H: -2.58709 -2.08323 1.30996
C: 0.38203 -3.74202 0.71376
O: 0.49565 -4.88045 1.59460
C: -0.57610 -5.26225 2.20526
O: -1.57891 -4.53389 2.20666
O: -0.37171 -6.32549 2.97511
C: -1.43515 -6.70915 3.88427
H: -0.31209 -4.07617 -0.05737
H: 1.27954 -3.50661 0.14179
H: 0.03255 -2.84484 1.22468
H: -2.33017 -7.08163 3.38597
H: -1.59610 -5.90867 4.60636
H: -1.20189 -7.52492 4.56853
C: -2.86928 1.76400 2.74680
O: -2.88489 0.38533 3.26634
C: -1.82828 -0.32509 3.15001
O: -0.91561 -0.08402 2.36056
O: -1.95847 -1.37333 3.87546
C: -0.91787 -2.26553 4.14202
H: -2.16365 1.95947 1.93936
H: -2.43070 2.38564 3.52738
H: -3.90263 2.02950 2.52366
H: -0.30476 -2.39828 3.25063
H: -1.42881 -3.19993 4.37428
H: -0.25445 -2.03638 4.97597
C: 0.57799 5.76686 -0.94192
O: -0.39657 6.40497 -0.14912
C: -1.58481 5.77581 0.02945
O: -1.96503 4.70891 -0.55545
O: -2.31212 6.50475 0.86591
C: -3.70931 6.31474 1.10676
H: 1.50162 6.25302 -0.62783
H: 0.39423 5.70869 -2.01474
H: 0.88863 4.77471 -0.61442
H: -3.92012 6.26961 2.17523
H: -4.01231 5.37307 0.64901
H: -4.33008 7.06983 0.62449
C: 3.05845 2.18623 -3.24551
O: 2.42193 1.16932 -3.97039
C: 3.17634 0.50389 -4.85072
O: 4.37151 0.67687 -5.13424
O: 2.46417 -0.45114 -5.42694
C: 3.04714 -1.35189 -6.44652
H: 3.82676 1.90890 -2.52379
H: 2.21866 2.63716 -2.71683
H: 3.58347 2.85105 -3.93142
H: 3.35998 -2.24876 -5.91187
H: 3.97549 -1.01999 -6.91141
H: 2.29078 -1.72975 -7.13445

Mulliken atomic charge list, values in e, 4 entries:
1 Li 1.2901
2 N -0.1388
3 S 0.8562
4 O -0.5784


Record 2
6 unconnected molecules or ions with the total composition C24H48O12S6 in a non-equilibrium geometry, computed with ωB97M-V/def2-TZVPD.

The energy above the lowest of the compared OMol25 structures with the same formula, charge and spin comes out at 411.0 kJ/mol. As for the SMILES: O=S1(=O)CCCC1.O=S1(=O)CCCC1.O=S1(=O)CCCC1.O=S1(=O)CCCC1.O=S1(=O)CCCC1.O=S1(=O)CCCC1. For the lowest unoccupied orbital energy, the calculation gives 0.00748 Ha. The HOMO energy comes out at -9.616 eV. The calculation puts the total energy at -4235.0487 a.u. As for the spin multiplicity: 1.

Cartesian coordinates (Å):
C: 5.23025 0.67027 -0.75820
C: 4.49666 1.87266 -1.35762
C: 3.77983 1.34094 -2.60035
S: 4.33443 -0.43202 -2.91582
O: 4.83451 -0.49960 -4.29423
O: 3.32157 -1.28567 -2.30579
C: 5.80837 -0.23327 -1.83457
H: 4.63600 -0.02393 -0.16403
H: 6.05859 0.83322 -0.06870
H: 5.16735 2.73004 -1.41383
H: 3.80598 2.29217 -0.62613
H: 4.20781 1.85398 -3.46159
H: 2.69360 1.40738 -2.66195
H: 6.52974 0.19578 -2.53002
H: 6.00906 -1.29755 -1.71170
C: -2.23735 3.64410 4.99556
C: -3.39862 3.65953 6.06679
C: -4.46308 2.54289 5.69784
S: -4.06710 2.07181 3.88583
O: -4.68130 3.03537 2.94553
O: -4.09656 0.65200 3.70974
C: -2.34972 2.50726 3.98410
H: -1.33219 3.50087 5.58571
H: -2.02993 4.63238 4.58522
H: -4.05837 4.49280 6.30867
H: -2.88249 3.49129 7.01199
H: -5.49668 2.86387 5.82721
H: -4.30963 1.61181 6.24339
H: -1.81449 2.73071 3.06122
H: -1.95871 1.56202 4.36058
C: -0.55816 1.34279 -0.16967
C: -1.96706 0.77806 -0.02806
C: -1.96055 -0.54429 0.79405
S: -0.23874 -1.22825 0.37079
O: -0.61046 -2.43602 -0.41995
O: 0.55189 -1.09963 1.58337
C: 0.16576 0.16266 -0.79244
H: -0.18697 1.48802 0.84484
H: -0.44595 2.25995 -0.74790
H: -2.21749 0.72214 -1.08743
H: -2.62598 1.43509 0.53959
H: -2.66287 -1.34660 0.56790
H: -2.00598 -0.44432 1.87852
H: -0.29065 -0.06274 -1.75627
H: 1.22726 0.31774 -0.98550
C: -0.43987 7.16137 1.76748
C: 0.20574 6.46587 2.90556
C: 1.48371 5.84692 2.32256
S: 0.90579 5.06536 0.69712
O: 0.59006 3.68947 1.16211
O: 1.61928 5.43205 -0.50812
C: -0.68025 6.10995 0.71275
H: 0.17615 7.96585 1.36569
H: -1.35268 7.46675 2.27897
H: -0.39321 5.74197 3.45811
H: 0.46355 7.26696 3.59829
H: 1.98643 4.99193 2.77466
H: 2.19578 6.67044 2.37617
H: -1.54927 5.47867 0.89821
H: -0.84863 6.59424 -0.24913
C: 0.00235 -4.12201 -4.31003
C: -0.91403 -3.79971 -5.47996
C: -1.06714 -2.21391 -5.52423
S: 0.62157 -1.62340 -5.03207
O: 0.55396 -0.67790 -3.91839
O: 1.36584 -1.31879 -6.23288
C: 1.21030 -3.24801 -4.59949
H: 0.33263 -5.15084 -4.16674
H: -0.35315 -3.73128 -3.35659
H: -1.89947 -4.26386 -5.44008
H: -0.41895 -4.04623 -6.41922
H: -1.61277 -1.81863 -4.66740
H: -1.29539 -1.67994 -6.44665
H: 2.00182 -3.05433 -3.87556
H: 1.70120 -3.65608 -5.48301
C: -2.17103 -6.92019 0.32012
C: -1.42204 -5.77105 -0.36117
C: -0.07010 -5.64904 0.35908
S: 0.46555 -7.36918 0.42822
O: 1.12266 -7.69275 1.69902
O: 1.14423 -7.81474 -0.82560
C: -1.20538 -8.02597 0.35264
H: -3.09158 -7.21133 -0.18577
H: -2.24191 -6.56784 1.34916
H: -1.88766 -4.79680 -0.21236
H: -1.13412 -6.00206 -1.38676
H: -0.19923 -5.14697 1.31790
H: 0.76819 -5.08037 -0.04342
H: -1.36511 -8.82219 1.07971
H: -1.21544 -8.44010 -0.65558

Mulliken atomic charge list, values in e, 4 entries:
1 C -0.6749
2 C -0.3240
3 C -0.7345
4 S 1.1394


Record 3
8 unconnected molecules or ions with the total composition C24H48O20 in a non-equilibrium geometry, computed with ωB97M-V/def2-TZVPD.

The energy above the lowest of the compared OMol25 structures with the same formula, charge and spin comes out at 0.0 kJ/mol. As for the SMILES: COC(=O)OC.COC(=O)OC.COC(=O)OC.COC(=O)OC.COC(=O)OC.COC(=O)OC.CC(C)=O.CC(C)=O. For the lowest unoccupied orbital energy, the calculation gives 0.00853 Ha. The HOMO energy comes out at -9.621 eV. The calculation puts the total energy at -2448.0923 a.u. As for the spin multiplicity: 1.

Cartesian coordinates (Å):
C: -2.18737 -3.73592 6.66822
O: -2.38202 -3.18601 5.39822
C: -3.65291 -2.87363 5.06861
O: -4.61805 -3.12198 5.72085
O: -3.72089 -2.26050 3.88782
C: -2.51693 -1.87566 3.23512
H: -1.24465 -4.27491 6.69297
H: -2.95320 -4.44511 6.99142
H: -2.17390 -2.98949 7.46803
H: -1.82591 -2.70402 3.09857
H: -2.01119 -1.06875 3.76583
H: -2.80622 -1.50231 2.25477
C: 0.48765 -1.59173 1.26409
O: 0.06270 -0.25301 1.06918
C: -0.05803 0.14646 -0.19225
O: 0.15695 -0.52274 -1.16686
O: -0.43243 1.41942 -0.18616
C: -0.65183 2.00090 -1.48100
H: -0.14303 -2.33195 0.77264
H: 0.49480 -1.80135 2.33033
H: 1.52312 -1.69170 0.93570
H: 0.19032 1.83609 -2.14190
H: -0.83821 3.07089 -1.38550
H: -1.60775 1.64570 -1.86775
C: -3.93891 4.40785 -2.55644
O: -2.73577 3.89093 -3.12519
C: -2.85883 3.13419 -4.21165
O: -3.85537 2.93824 -4.84577
O: -1.65961 2.60551 -4.47045
C: -1.48199 2.09227 -5.79213
H: -3.68037 5.33797 -2.05836
H: -4.31881 3.73154 -1.79408
H: -4.67599 4.60482 -3.32990
H: -2.13408 1.23889 -5.97257
H: -0.43992 1.80829 -5.89477
H: -1.71972 2.86259 -6.52709
C: 1.79916 -4.71980 -6.36967
O: 1.93209 -4.65345 -4.96777
C: 0.78092 -4.55916 -4.30114
O: -0.30950 -4.62405 -4.78775
O: 1.05027 -4.37971 -3.00957
C: -0.09157 -4.14209 -2.17319
H: 2.79304 -4.81051 -6.79802
H: 1.30956 -3.83617 -6.78399
H: 1.21525 -5.58246 -6.70170
H: -0.57785 -3.24465 -2.54823
H: 0.28592 -3.95244 -1.17222
H: -0.73238 -5.01950 -2.12560
C: -3.69327 6.61595 3.51163
O: -3.92567 6.09478 2.20142
C: -3.24900 5.03234 1.78024
O: -3.37321 4.61173 0.66449
O: -2.45280 4.53225 2.73210
C: -1.79843 3.28842 2.44795
H: -4.17935 7.58610 3.54800
H: -2.63148 6.73273 3.71011
H: -4.15484 5.97117 4.25990
H: -1.74969 3.10871 1.38277
H: -2.36226 2.49926 2.94387
H: -0.79968 3.34896 2.86866
C: 6.59700 2.96319 2.70916
O: 5.78009 2.17999 1.86378
C: 4.65669 2.76209 1.46237
O: 4.28851 3.86688 1.74023
O: 3.99955 1.90880 0.68152
C: 2.76326 2.35831 0.19299
H: 6.90179 3.88977 2.22055
H: 7.49565 2.39717 2.93344
H: 6.07519 3.19935 3.63622
H: 2.87942 3.06747 -0.63845
H: 2.14729 2.94749 0.87953
H: 2.16300 1.52836 -0.15850
C: 0.74205 -4.87068 4.65656
C: 1.77337 -4.55273 3.59186
O: 2.19529 -3.42940 3.44439
C: 2.31294 -5.71390 2.79178
H: 0.67111 -4.00519 5.30897
H: 1.03725 -5.77380 5.18988
H: -0.22456 -5.06377 4.18347
H: 1.71228 -6.61179 2.93235
H: 3.33719 -5.94730 3.07951
H: 2.30869 -5.43880 1.73583
C: 1.14150 -0.40473 -4.34755
C: 2.00494 0.72850 -4.84817
O: 2.09428 0.99695 -6.02085
C: 2.76246 1.51774 -3.81071
H: 1.49405 -0.79016 -3.39140
H: 1.21623 -1.22298 -5.06747
H: 0.10539 -0.08914 -4.23096
H: 2.25131 1.54061 -2.84776
H: 2.89137 2.54521 -4.15252
H: 3.74854 1.07635 -3.65488

Mulliken atomic charge list, values in e, 4 entries:
1 C -0.7041
2 O -0.2511
3 C 0.6485
4 O -0.5458